<a>
14 unconnected molecules or ions with the total composition C5H40N2O14, computed with wB97M-V/def2-TZVPD.

The geometry in XYZ format:
```
61
Properties=species:S:1:pos:R:3
C 1.207 -2.150 -2.148
O 1.636 -3.476 -1.841
C 1.654 -1.076 -1.152
C 0.411 -0.460 -0.524
C 0.655 0.572 0.579
C 1.128 -0.024 1.929
N 0.360 0.462 3.101
N 2.546 -0.139 -1.795
H 1.461 -1.873 -3.200
H 0.146 -2.350 -2.319
H 2.095 -1.562 -0.258
H -0.284 -1.224 -0.200
H -0.261 0.073 -1.214
H -0.264 1.111 0.878
H 1.257 1.363 0.135
H 2.162 0.327 2.014
H 1.171 -1.111 1.928
H 1.008 0.765 3.817
H -0.175 1.285 2.859
H 2.591 -3.531 -1.751
H 2.382 0.795 -1.463
H 2.690 -0.250 -2.779
H -0.983 -3.745 0.106
H 0.438 -3.427 -0.190
O -0.292 -3.115 0.372
H -2.767 -2.964 -0.098
H -3.414 -3.244 -1.443
O -2.901 -3.670 -0.740
H 3.818 3.580 1.023
H 3.540 2.369 0.218
O 3.370 2.732 1.093
H -1.553 3.044 3.565
H -1.524 2.750 2.113
O -1.201 3.407 2.748
H -0.068 -2.391 3.804
H -0.246 -2.672 2.307
O -0.180 -3.106 3.170
H -1.865 -1.099 0.179
H -2.897 -0.304 1.076
O -2.584 -0.470 0.177
H -2.016 1.473 -4.554
H -2.484 2.430 -3.524
O -2.045 1.569 -3.591
H -3.061 1.805 -0.108
H -3.316 3.384 -0.167
O -2.692 2.682 0.046
H -0.216 3.301 -0.025
H -1.021 2.988 -1.342
O -0.158 3.198 -0.977
H -2.508 -0.492 3.751
H -2.170 -1.828 3.096
O -2.626 -0.990 2.943
H -3.348 -0.593 -3.141
H -3.521 -0.602 -1.645
O -3.696 -1.141 -2.425
H 2.460 3.914 -1.979
H 1.530 2.967 -1.179
O 2.460 3.102 -1.470
H 4.474 -0.838 0.838
H 4.774 -0.434 -0.652
O 4.912 -1.098 0.028
```

Calculated values
molar mass = 352.4 g/mol
frontier orbital gap = 8.72 eV
E_LUMO = -0.00930 Eh

Here is what natural (NBO) gives for the atomic charges, in e: C -0.075; O -0.742; C -0.087; C -0.418; C -0.399; C -0.240; N -0.863; N -0.876; H 0.158; H 0.200; H 0.181; H 0.215; H 0.209; H 0.188; H 0.204; H 0.189; H 0.180; H 0.363; H 0.353; H 0.480; H 0.384; H 0.377; H 0.500; H 0.506; O -1.000; H 0.464; H 0.501; O -0.962; H 0.468; H 0.482; O -0.950; H 0.466; H 0.474; O -0.935; H 0.466; H 0.490; O -0.959; H 0.490; H 0.512; O -1.004; H 0.474; H 0.467; O -0.939; H 0.503; H 0.486; O -0.984; H 0.494; H 0.506; O -0.972; H 0.481; H 0.495; O -0.975; H 0.478; H 0.491; O -0.973; H 0.477; H 0.504; O -1.004; H 0.471; H 0.487; O -0.959

<b>
14 unconnected molecules or ions with the total composition C5H40N2O14, computed with wB97M-V/def2-TZVPD.

The geometry in XYZ format:
```
61
Properties=species:S:1:pos:R:3
C 1.171 -2.090 -2.155
O 1.572 -3.416 -1.883
C 1.620 -1.005 -1.128
C 0.379 -0.393 -0.497
C 0.619 0.645 0.603
C 1.083 0.032 1.965
N 0.295 0.553 3.163
N 2.506 -0.073 -1.774
H 1.433 -1.788 -3.265
H 0.134 -2.328 -2.373
H 2.055 -1.494 -0.197
H -0.317 -1.149 -0.175
H -0.297 0.136 -1.167
H -0.332 1.222 0.939
H 1.217 1.440 0.137
H 2.113 0.374 2.039
H 1.120 -1.056 1.968
H 0.945 0.854 3.885
H -0.217 1.376 2.915
H 2.543 -3.505 -1.779
H 2.314 0.886 -1.411
H 2.663 -0.184 -2.768
H -0.962 -3.631 0.114
H 0.458 -3.300 -0.211
O -0.282 -2.996 0.373
H -2.740 -2.889 -0.065
H -3.404 -3.174 -1.382
O -2.880 -3.585 -0.703
H 3.788 3.671 0.936
H 3.503 2.428 0.153
O 3.337 2.819 1.036
H -1.574 3.150 3.625
H -1.528 2.862 2.162
O -1.198 3.517 2.792
H -0.029 -2.312 3.827
H -0.222 -2.562 2.299
O -0.138 -3.023 3.172
H -1.795 -1.028 0.189
H -2.836 -0.210 1.096
O -2.516 -0.385 0.192
H -1.896 1.561 -4.543
H -2.326 2.493 -3.523
O -1.918 1.635 -3.587
H -3.077 1.956 -0.072
H -3.284 3.531 -0.133
O -2.693 2.823 0.080
H -0.211 3.379 0.021
H -1.023 3.084 -1.309
O -0.165 3.272 -0.941
H -2.453 -0.392 3.792
H -2.120 -1.754 3.118
O -2.573 -0.902 2.962
H -3.282 -0.514 -3.152
H -3.453 -0.507 -1.649
O -3.638 -1.056 -2.455
H 2.359 3.965 -1.956
H 1.461 3.012 -1.138
O 2.371 3.151 -1.444
H 4.447 -0.743 0.870
H 4.769 -0.314 -0.635
O 4.890 -0.986 0.044
```

Calculated values
molar mass = 352.4 g/mol
frontier orbital gap = 8.67 eV
E_LUMO = -0.00886 Eh

Here is what natural (NBO) gives for the atomic charges, in e: C -0.076; O -0.741; C -0.080; C -0.428; C -0.394; C -0.245; N -0.867; N -0.886; H 0.150; H 0.207; H 0.178; H 0.212; H 0.212; H 0.187; H 0.207; H 0.193; H 0.184; H 0.362; H 0.353; H 0.481; H 0.390; H 0.384; H 0.500; H 0.509; O -1.002; H 0.464; H 0.497; O -0.957; H 0.468; H 0.484; O -0.953; H 0.467; H 0.474; O -0.935; H 0.468; H 0.493; O -0.963; H 0.491; H 0.514; O -1.008; H 0.471; H 0.463; O -0.932; H 0.501; H 0.485; O -0.980; H 0.498; H 0.506; O -0.970; H 0.485; H 0.497; O -0.981; H 0.475; H 0.494; O -0.975; H 0.477; H 0.500; O -1.003; H 0.474; H 0.488; O -0.963

Name the most stable of them. <a>.

<a>
2 unconnected molecules or ions with the total composition CH4O3S, computed with wB97M-V/def2-TZVPD.

The geometry in XYZ format:
```
9
Properties=species:S:1:pos:R:3
C -0.991 -0.111 -0.285
O -1.353 -0.741 0.904
O 1.845 0.844 0.624
O -0.131 -0.802 -0.977
S 2.074 -0.457 -0.254
H -0.704 0.955 0.032
H -1.984 0.162 -0.832
H -0.597 -1.335 0.866
H 1.840 1.486 -0.078
```

Calculated values
molar mass = 96.1 g/mol
frontier orbital gap (spin up / spin down) = 7.33 / 7.34 eV
E_LUMO (spin up / spin down) = -0.07934 / -0.07924 Eh

Here is what natural (NBO) gives for the atomic charges, in e: C 0.199; O -0.728; O -0.772; O -0.598; S 0.629; H 0.124; H 0.176; H 0.469; H 0.500

<b>
2 unconnected molecules or ions with the total composition CH4O3S, computed with wB97M-V/def2-TZVPD.

The geometry in XYZ format:
```
9
Properties=species:S:1:pos:R:3
C -0.225 0.353 -0.005
O -0.800 0.411 -1.215
O -0.425 1.419 0.771
O -0.318 -0.796 0.706
S -0.194 -2.206 -0.159
H 1.619 0.461 -0.359
H -1.055 -0.480 -1.516
H -0.403 2.223 0.236
H 1.131 -2.102 -0.413
```

Calculated values
molar mass = 96.1 g/mol
frontier orbital gap = 8.84 eV
E_LUMO = 0.00915 Eh

Here is what natural (NBO) gives for the atomic charges, in e: C 0.869; O -0.715; O -0.681; O -0.649; S 0.300; H -0.253; H 0.501; H 0.504; H 0.123

Name the most stable of them. <b>.

<a>
2 unconnected molecules or ions with the total composition C3H5BrS, computed with wB97M-V/def2-TZVPD.

The geometry in XYZ format:
```
10
Properties=species:S:1:pos:R:3
C -0.072 -1.397 -0.008
C -1.127 -1.412 -0.791
C 1.038 -0.965 0.528
S 0.675 2.487 -0.335
Br -2.714 -0.316 -0.191
H -0.558 3.033 0.017
H -1.382 -2.108 -1.460
H 1.610 -1.450 1.319
H 1.030 2.212 0.866
H 1.500 -0.085 0.055
```

Calculated values
molar mass = 153.0 g/mol
structure (SMILES) = C=C=CBr.S
frontier orbital gap = 9.68 eV
E_LUMO = 0.00774 Eh

Here is what natural (NBO) gives for the atomic charges, in e: C 0.049; C -0.255; C -0.438; S -0.289; Br -0.031; H 0.166; H 0.214; H 0.226; H 0.127; H 0.231

<b>
A single C3H5BrS molecule, computed with wB97M-V/def2-TZVPD.

The geometry in XYZ format:
```
10
Properties=species:S:1:pos:R:3
C -1.283 -0.611 2.202
C -1.085 -0.147 0.963
C 1.578 -0.752 0.279
S 0.572 0.732 0.463
Br -2.322 0.004 -0.405
H -2.235 -1.117 2.369
H -0.374 -0.831 2.757
H 1.718 -1.152 1.255
H 2.490 -0.414 -0.084
H 1.132 -1.441 -0.429
```

Calculated values
molar mass = 153.0 g/mol
structure (SMILES) = C=C(Br)SC
frontier orbital gap = 9.56 eV
E_LUMO = 0.02597 Eh

Here is what natural (NBO) gives for the atomic charges, in e: C -0.443; C -0.231; C -0.723; S 0.185; Br 0.107; H 0.220; H 0.227; H 0.211; H 0.225; H 0.222

Name the most stable of them. <b>.